(1)
A single C11H13N3O molecule in a non-equilibrium geometry. Source: OMol25; level of theory: ωB97M-V/def2-TZVPD.

The geometry in ORCA input format:
```
! wB97M-V def2-TZVPD RIJCOSX def2/J DEFGRID3
* xyz 0 1
N -4.193 -0.600 0.982
C 0.727 0.194 0.127
H 2.035 -2.412 -0.335
H -1.779 3.045 1.440
C -3.152 -0.283 0.606
H 1.439 -1.360 -1.762
C -1.372 -1.107 -0.835
H 2.334 -0.839 1.738
N -1.715 -2.423 -0.325
C -1.414 1.269 0.161
C 2.898 -0.187 1.055
C 2.087 -0.098 -0.198
H 3.071 0.623 1.727
N 1.145 3.328 -1.252
H 2.507 0.622 -0.889
C -1.886 0.002 0.073
C 0.013 1.342 -0.070
H -2.631 -2.440 0.206
C -2.246 2.414 0.684
O -0.716 -0.980 -1.847
H -1.522 -3.112 -1.080
H 3.134 -1.597 -1.334
H 0.345 -0.546 0.869
C 0.677 2.410 -0.735
H -3.305 2.083 1.080
H -2.425 2.971 -0.184
H 3.810 -0.846 0.952
C 2.135 -1.471 -0.855
*
```

Results
calculated total energy: -18133.1986 eV
structure (SMILES): CC(/C(C#N)=C/C(C)C)=C(\C#N)C(N)=O
gap between HOMO and LUMO: 8.69 eV

Charges per atom according to Mulliken partitioning, unit e: -0.5040, -1.0553, 0.3329, 0.3788, -0.8514, 0.3067, 0.8265, 0.4074, -0.5687, 0.5279, -1.6484, 1.0311, 0.3879, -0.5626, 0.5849, 0.9123, 0.6960, 0.2604, -1.5973, -0.5810, 0.2925, 0.4709, 0.4848, 0.0573, 0.3112, 0.3668, 0.3413, -1.6089


(2)
A gas-phase ion, C11H13N4 (charge +1) in a non-equilibrium geometry. Source: OMol25; level of theory: ωB97M-V/def2-TZVPD.

The geometry in ORCA input format:
```
! wB97M-V def2-TZVPD RIJCOSX def2/J DEFGRID3
* xyz 1 1
H 4.374 -0.986 -0.672
H -3.824 2.676 0.014
H -2.239 -2.964 0.307
N 3.902 -1.072 0.297
C 3.556 1.619 -0.601
H -1.482 2.945 0.246
C -1.827 -0.512 0.142
H 3.526 1.121 -1.662
H -3.730 -1.649 0.241
H -0.571 -3.571 0.429
C 0.237 0.379 0.322
C -3.204 -0.651 0.130
N 2.589 0.803 0.236
N -0.865 -1.600 0.101
C -3.927 0.475 0.069
C -1.179 0.726 0.165
C -3.283 1.739 0.113
H 3.333 2.676 -0.537
C -1.275 -2.976 -0.140
C 0.391 -1.084 -0.004
H 4.086 -1.953 0.708
H 1.147 2.330 0.311
H -1.459 -3.132 -1.241
C 1.260 1.310 0.250
H -5.048 0.377 0.056
N 2.837 -0.363 0.663
H 4.609 1.454 -0.215
C -1.930 1.883 0.272
*
```

Results
calculated total energy: -17566.6342 eV
gap between HOMO and LUMO (alpha / beta): 7.10 / 7.10 eV

Charges per atom according to Mulliken partitioning, unit e: 0.2557, 0.3896, 0.3188, -0.4882, -0.8717, 0.2096, 0.5772, 0.3465, 0.1766, 0.3634, 0.7911, -0.5212, 0.6129, 0.3140, -0.6065, 0.5472, -0.5440, 0.3462, -0.9332, -0.5330, 0.2618, 0.4639, 0.2999, -0.7283, 0.3332, -0.0776, 0.3205, -0.6242


(3)
A molecular structure, C11H13N4O5Pd in a non-equilibrium geometry. Source: OMol25; level of theory: ωB97M-V/def2-TZVPD.

The geometry in ORCA input format:
```
! wB97M-V def2-TZVPD RIJCOSX def2/J DEFGRID3
* xyz 1 3
H 1.987 1.266 2.265
H 1.068 0.572 3.715
C 0.068 -2.428 -2.074
N 0.009 -0.086 -0.012
H -1.153 -1.823 0.078
C 1.124 0.653 2.606
C 1.321 -0.640 0.582
H -1.222 0.377 3.690
C -0.126 1.393 0.635
C -1.197 -0.854 0.558
H 2.123 -0.002 0.217
O 0.147 -3.501 -2.440
H 0.098 -1.583 3.602
C -0.029 3.931 -1.819
C 2.005 0.243 -2.177
H 0.012 0.938 -2.944
O -0.100 -0.908 -5.502
C -1.261 0.451 2.586
N 1.274 -0.711 2.070
H -2.208 0.910 2.214
C -0.076 -0.737 -4.368
C 0.109 -1.521 2.495
N -1.170 -0.918 2.044
H -2.089 -0.362 0.162
H -1.047 1.818 0.239
N -0.129 1.302 2.135
O 2.957 0.252 -2.850
C -1.975 0.235 -2.164
H 0.199 -2.527 2.032
H 1.445 -1.600 0.101
O 0.023 4.209 -2.962
O -2.918 0.181 -2.819
Pd 0.023 -0.510 -2.159
H 0.707 1.977 0.261
*
```

Results
<S²>: 2.017
calculated total energy: -31283.4760 eV
gap between HOMO and LUMO (alpha / beta): 6.92 / 6.58 eV

Charges per atom according to Mulliken partitioning, unit e: 0.3203, 0.3507, 0.1057, 1.2162, 0.1482, -0.7268, -0.9480, 0.3572, -0.6486, -0.8652, 0.5655, -0.1649, 0.3418, 0.1872, 0.3504, 0.0432, -0.1114, -0.6939, 0.0875, 0.3245, 0.3900, -0.6292, 0.0771, 0.5450, 0.2061, 0.1277, -0.2402, 0.3541, 0.3270, 0.1620, -0.2066, -0.2263, -0.3564, 0.2302


(4)
A molecular structure, C11H13NO2S in a non-equilibrium geometry. Source: OMol25; level of theory: ωB97M-V/def2-TZVPD.

The geometry in ORCA input format:
```
! wB97M-V def2-TZVPD RIJCOSX def2/J DEFGRID3
* xyz 0 1
H -3.032 -2.570 -0.144
H 4.741 -1.558 -1.186
H 2.307 -1.875 -0.882
H -1.942 -1.059 1.497
C -3.171 2.054 -0.334
N -0.146 -1.049 0.548
O -2.176 -0.122 -0.325
H 2.069 1.922 1.080
C 4.767 0.349 -0.212
H -1.506 -3.267 0.443
C 2.033 -0.001 0.124
C 2.797 -0.984 -0.518
H 4.494 2.216 0.801
C 0.624 -0.164 0.205
O 0.021 2.921 0.377
S -0.406 1.878 -0.579
C -2.012 1.191 0.127
H -1.590 -2.526 -1.168
C -1.573 -1.120 0.455
H -3.180 2.108 -1.421
H -4.115 1.627 0.002
C 4.017 1.320 0.434
H 5.829 0.492 -0.348
H -1.893 1.231 1.220
C 4.155 -0.801 -0.685
C 2.656 1.157 0.598
H -3.060 3.055 0.075
C -1.951 -2.470 -0.145
*
```

Results
calculated total energy: -28035.9243 eV
gap between HOMO and LUMO (alpha / beta): 7.72 / 7.72 eV

Charges per atom according to Mulliken partitioning, unit e: 0.3797, 0.3822, 0.4044, 0.3318, -1.3686, -0.3767, -0.3821, 0.4830, -0.3904, 0.3864, 0.5639, -0.4453, 0.3929, 0.0443, -0.5838, 0.3725, 0.1882, 0.3456, 0.3338, 0.3378, 0.3611, -0.6090, 0.3803, 0.3683, -0.5205, -0.3582, 0.4079, -1.4295


(5)
A molecular structure, C11H14BBeN7S in a non-equilibrium geometry. Source: OMol25; level of theory: ωB97M-V/def2-TZVPD.

The geometry in ORCA input format:
```
! wB97M-V def2-TZVPD RIJCOSX def2/J DEFGRID3
* xyz 0 1
H 1.134 2.124 3.624
H -1.644 -3.166 0.796
H 0.408 0.195 -3.002
H -3.441 3.231 -1.081
H 2.549 -0.619 -2.411
H 4.424 -0.934 -0.431
N -0.987 1.135 -1.430
C -1.962 1.857 -1.977
N -0.593 -1.234 -1.523
H -2.144 -4.078 -1.744
N -1.072 1.258 -0.084
H 2.716 2.094 2.808
N 1.364 0.138 -0.855
H 2.152 0.675 3.709
Be 0.906 0.819 1.808
C -1.139 -2.182 -2.304
H -1.086 -2.103 -3.380
C -1.966 2.218 0.228
S -2.199 -1.801 3.363
C -2.596 2.588 -0.960
C 1.838 1.496 3.059
N 1.550 0.373 0.534
C -1.402 -2.705 -0.153
C 2.499 -0.384 -1.357
N -0.787 -1.518 -0.196
H -2.136 1.802 -3.038
C -1.181 -0.708 2.865
N -0.390 0.090 2.448
H -2.059 2.590 1.242
H -0.643 0.485 0.465
C 3.430 -0.538 -0.341
H 3.222 -0.049 1.808
B 0.094 0.122 -1.851
C -1.655 -3.167 -1.460
C 2.797 -0.102 0.819
*
```

Results
calculated total energy: -33979.6250 eV
gap between HOMO and LUMO: 8.32 eV

Charges per atom according to Mulliken partitioning, unit e: 0.1718, 0.3316, -0.0858, 0.4131, 0.4220, 0.4136, -0.2246, -0.2156, 0.4249, 0.3915, 0.5096, 0.3079, 0.0491, 0.2215, -0.5912, -0.2484, 0.4282, -0.0357, -0.4684, -0.9769, -1.0160, 1.0323, -0.1483, -0.1333, -0.2854, 0.4790, 0.9035, -0.5996, 0.4895, -0.1508, -1.1078, 0.4721, 0.0593, -0.9401, -0.2924


(6)
A molecular structure, C11H14BCrN7S in a non-equilibrium geometry. Source: OMol25; level of theory: ωB97M-V/def2-TZVPD.

The geometry in ORCA input format:
```
! wB97M-V def2-TZVPD RIJCOSX def2/J DEFGRID3
* xyz 0 5
C 2.277 -0.953 2.022
N 1.199 -4.717 1.086
C -2.776 0.245 2.497
C 1.775 -3.783 0.669
H 3.575 -2.385 1.129
H 2.559 4.014 -0.887
H 0.168 -2.815 -2.153
N -0.339 -0.931 -1.299
H -0.159 3.920 -1.373
Cr 0.679 -0.727 0.392
H -1.568 -2.040 -4.125
S 2.648 -2.469 0.063
H 3.320 -0.622 2.001
C 2.211 1.914 -0.247
N -0.974 -0.159 1.247
H -2.181 2.127 -1.217
C -1.594 -0.491 2.402
H 3.163 1.511 0.079
C 0.521 3.171 -1.001
H -3.485 0.239 3.302
N 1.084 1.176 -0.198
N -1.207 0.086 -1.692
H 2.128 -1.839 2.634
C -1.780 -0.248 -2.855
N -1.769 0.789 0.599
C 1.891 3.184 -0.747
H 1.732 -0.117 2.504
C -2.849 1.030 1.349
H -1.191 -1.229 3.083
H -2.461 0.442 -3.333
N 0.043 1.963 -0.669
H -3.569 1.765 1.017
C -1.296 -1.499 -3.239
C -0.400 -1.898 -2.243
B -1.376 1.345 -0.796
*
```

Results
<S²>: 6.035
calculated total energy: -61996.8522 eV
gap between HOMO and LUMO (alpha / beta): 7.26 / 7.44 eV

Charges per atom according to Mulliken partitioning, unit e: -1.8499, -0.4996, -1.0843, 0.5783, 0.2668, 0.3857, 0.3739, 0.3334, 0.4434, 0.7930, 0.3908, -0.2083, 0.5255, -0.2689, -0.0422, -0.0965, -0.4075, 0.4659, -0.1087, 0.4038, 0.0889, 0.0439, 0.5490, -0.1220, 0.0513, -1.1297, 0.2085, -0.0922, 0.4747, 0.4432, 0.0162, 0.4289, -1.0635, -0.4033, 0.1113


(7)
A molecular structure, C11H14BF3N6Sn in a non-equilibrium geometry. Source: OMol25; level of theory: ωB97M-V/def2-TZVPD.

The geometry in ORCA input format:
```
! wB97M-V def2-TZVPD RIJCOSX def2/J DEFGRID3
* xyz 0 1
B 0.067 0.471 -2.030
H 0.181 0.565 -3.225
N 1.289 -0.807 -0.119
C 2.355 -2.378 -1.268
H -1.628 -3.189 4.229
H 2.975 -3.215 -1.530
H 0.993 4.973 -1.058
H -4.535 -0.750 -1.884
C 2.580 0.640 2.727
H 1.659 -1.509 -3.234
F 2.541 1.618 3.696
F 3.059 -0.485 3.364
C -2.988 -0.494 -0.300
C 0.774 3.251 0.328
H 0.788 3.643 1.333
N -1.393 0.059 -1.666
H 0.604 2.970 -2.972
C -3.522 -0.538 -1.606
Sn 0.543 0.366 1.614
H -3.505 -0.701 0.634
C 2.090 -1.892 0.009
N 0.600 1.932 0.072
H -1.628 -1.750 3.188
C 1.682 -1.557 -2.164
H -2.766 -3.107 2.890
C 0.659 2.961 -1.891
C 0.857 3.920 -0.904
N 0.451 1.781 -1.291
H -2.960 -1.973 4.313
H -2.386 -0.067 -3.516
C -2.469 -0.183 -2.448
F 3.580 1.026 1.857
C -2.278 -2.507 3.670
H 2.423 -2.274 0.989
N 1.000 -0.642 -1.459
N -1.692 -0.158 -0.349
*
```

Results
calculated total energy: -35236.2313 eV
gap between HOMO and LUMO: 8.42 eV

Charges per atom according to Mulliken partitioning, unit e: 0.0713, -0.1104, -0.0026, -1.0514, 0.2876, 0.3852, 0.3804, 0.3794, 0.1774, 0.4518, -0.2763, -0.2588, -0.3907, -0.1191, 0.4515, 0.2229, 0.4324, -0.8688, 0.7580, 0.4287, -0.1076, -0.0590, 0.0189, -0.0532, 0.2441, -0.0195, -1.0605, 0.0825, 0.2813, 0.4330, -0.1964, -0.2700, -0.8572, 0.4144, -0.0025, -0.1971


(8)
A molecular structure, C11H14BMnN7Se in a non-equilibrium geometry. Source: OMol25; level of theory: ωB97M-V/def2-TZVPD.

The geometry in ORCA input format:
```
! wB97M-V def2-TZVPD RIJCOSX def2/J DEFGRID3
* xyz 0 6
C 2.032 -1.595 -4.048
C -0.460 1.546 4.610
C 1.019 3.311 -1.514
H 2.101 -1.383 -5.114
H 3.396 -3.293 -3.664
C 2.269 -2.399 -1.967
B 0.230 0.287 -3.575
Se 0.418 2.718 3.515
H 2.423 -3.007 -1.085
C -0.983 -1.422 2.664
H -3.628 -1.094 -1.515
H 0.481 0.694 -4.693
H 0.858 2.376 0.545
H -1.348 -1.431 3.636
C 0.934 2.322 -0.537
C -2.327 -0.028 -4.317
N 1.547 -1.251 -1.907
C 2.699 -2.568 -3.291
N -1.288 -0.093 -3.439
H 0.077 -1.113 2.739
H -1.483 -0.608 2.154
N 0.647 1.368 -2.508
H -4.469 -0.484 -4.033
H 0.855 3.050 -3.771
N -1.742 -0.549 -2.228
C 0.859 2.676 -2.750
N 1.239 -0.882 -3.215
H -1.131 -2.400 2.175
H -2.169 0.304 -5.324
C -3.049 -0.743 -2.338
N 0.919 1.125 -1.175
H 1.162 4.364 -1.381
Mn 2.397 -0.034 -0.366
C -3.484 -0.433 -3.648
N -1.003 0.665 5.182
*
```

Results
<S²>: 8.767
calculated total energy: -119404.1900 eV
gap between HOMO and LUMO (alpha / beta): 3.43 / 3.24 eV

Charges per atom according to Mulliken partitioning, unit e: -0.1220, 0.1617, -0.9272, 0.4333, 0.3946, -0.0459, 0.1138, -0.3460, 0.5847, -1.0766, 0.4729, -0.1163, 0.4290, 0.3720, 0.0811, -0.3158, -0.5787, -0.8712, 0.4636, 0.1390, 0.2574, 0.2552, 0.3987, 0.4400, -0.7679, -0.0965, 0.2247, 0.2976, 0.4432, -0.2192, -0.5530, 0.4022, 0.9656, -0.7446, -0.5492